# C22H28N2O4

A single C22H28N2O4 molecule (ωB97M-V/def2-TZVPD, OMol25).

XYZ file:
```
56
Properties=species:S:1:pos:R:3:forces:R:3
C -8.05363 -2.06719 3.61257 0.37 0.11 -0.24
C -6.62866 -1.95967 3.09276 -0.07 -0.23 0.34
O -6.65139 -1.12659 1.95019 -0.04 0.13 -0.18
C -5.49416 -0.87610 1.28854 0.16 0.08 -0.17
C -4.24407 -1.37466 1.64429 -0.29 -0.13 0.28
C -3.12598 -1.04573 0.89763 0.02 0.21 -0.26
C -3.23006 -0.22154 -0.21591 -0.21 -0.18 0.07
C -2.06757 0.13766 -1.07363 0.05 0.10 0.11
O -2.17857 0.36477 -2.26589 -0.10 0.06 -0.20
N -0.88519 0.24709 -0.42189 0.36 -0.08 0.26
C 0.36641 0.37204 -1.12282 0.09 0.10 -0.09
C 1.34282 -0.64496 -0.52655 -0.38 0.11 -0.52
O 1.12035 -1.20695 0.52866 0.04 -0.11 0.43
N 2.44088 -0.85493 -1.27454 0.20 -0.06 -0.28
C 3.61573 -1.51874 -0.74490 0.08 0.02 0.07
C 4.54853 -0.52194 -0.10248 -0.06 -0.03 -0.17
C 4.85737 -0.59188 1.24375 0.02 0.04 -0.16
C 5.69258 0.34277 1.83457 0.10 0.09 0.11
C 6.21967 1.36373 1.06862 -0.02 -0.08 0.14
C 5.91655 1.45941 -0.28014 -0.06 0.08 -0.37
C 5.07954 0.52435 -0.87275 0.04 -0.07 0.26
O 4.71012 0.54490 -2.19209 -0.09 -0.31 0.30
C 5.25077 1.53869 -3.02897 0.10 0.22 -0.20
C 0.96514 1.79636 -1.01127 -0.19 0.05 0.08
C -0.00522 2.81821 -1.59607 0.21 -0.18 -0.07
C 1.30782 2.13983 0.43661 0.13 -0.09 -0.27
C -4.48892 0.25497 -0.58166 0.12 -0.04 0.03
C -5.60324 -0.05679 0.16102 -0.07 -0.10 0.17
H -8.69594 -2.49250 2.84642 -0.09 -0.06 -0.04
H -8.42956 -1.08094 3.87039 -0.06 0.07 0.06
H -8.07939 -2.70172 4.49385 -0.02 -0.06 0.09
H -6.24632 -2.95490 2.82650 0.03 0.14 0.02
H -5.97524 -1.52621 3.86285 -0.01 -0.07 -0.13
H -4.12870 -2.02507 2.49726 -0.03 -0.05 0.06
H -2.17448 -1.47217 1.18214 0.10 -0.03 0.03
H -0.79262 -0.08493 0.52839 -0.12 0.00 -0.10
H 0.17474 0.15052 -2.18008 0.07 0.00 0.15
H 2.60356 -0.27537 -2.08345 -0.13 0.01 0.09
H 4.11838 -2.03423 -1.56781 -0.08 -0.03 0.11
H 3.27546 -2.24522 -0.00523 0.11 0.02 -0.12
H 4.43343 -1.38891 1.83565 -0.08 -0.10 0.05
H 5.92490 0.27360 2.88588 0.02 0.00 0.10
H 6.87059 2.10004 1.51574 0.05 0.06 0.04
H 6.33626 2.26869 -0.85632 0.02 0.06 -0.08
H 4.84771 1.33956 -4.02113 0.06 0.06 0.05
H 6.34274 1.48306 -3.06636 -0.04 0.00 0.02
H 4.94718 2.54134 -2.71093 0.03 -0.05 0.00
H 1.88910 1.81167 -1.60165 -0.01 -0.03 0.00
H 0.44446 3.80873 -1.59944 0.02 0.11 0.02
H -0.27728 2.55092 -2.61379 -0.08 0.03 -0.12
H -0.91612 2.85339 -1.00410 -0.12 0.03 0.06
H 2.01589 1.42562 0.85231 0.10 -0.03 0.14
H 1.75178 3.13154 0.49103 0.02 0.09 0.04
H 0.40927 2.13318 1.04863 -0.11 0.01 0.11
H -4.56808 0.87533 -1.46143 -0.02 0.04 -0.08
H -6.57942 0.31389 -0.10895 -0.11 0.05 -0.04
```
Forces are in eV/Å.

Calculated values
HOMO-LUMO gap   9.10 eV
E_LUMO   0.605 eV
HOMO level   -8.49 eV
SMILES string   CCOc1ccc(C(=O)N[C@H](C(=O)NCc2ccccc2OC)C(C)C)cc1
Energy   -1265.64221 Ha
Relative energy (zero: lowest compared OMol25 entry of this formula, charge and spin)   22.79 kcal/mol
Multiplicity   1